Model w:
{
  "formula": "CH4FN",
  "method": "ωB97M-V with the def2-TZVPD basis set",
  "species": ["N", "C", "F", "H", "H", "H", "H"],
  "xyz": [[-0.128, -0.264, -0.827], [0.074, -0.062, 0.507], [-0.066, 1.223, 0.972], [-0.976, 0.146, -1.008], [0.515, 0.095, -1.528], [1.116, -0.424, 0.628], [-0.536, -0.714, 1.257]],
  "orbital_gap_ha": 0.43311,
  "smiles": "NCF",
  "lumo_ev": 1.23,
  "homo_ev": -10.560,
  "multiplicity": 1
}


Model x:
{
  "formula": "CH4FN",
  "method": "ωB97M-V with the def2-TZVPD basis set",
  "species": ["C", "N", "F", "H", "H", "H", "H"],
  "xyz": [[0.544, -0.307, -0.175], [-0.543, 0.604, 0.216], [-1.807, 0.427, -0.408], [0.853, -0.950, 0.681], [0.276, -0.671, -1.142], [1.482, 0.320, -0.421], [-0.806, 0.576, 1.248]],
  "orbital_gap_ha": 0.38334,
  "smiles": "CNF",
  "lumo_ev": 1.12,
  "homo_ev": -9.315,
  "multiplicity": 1
}


Least stable = model x


Model w:
{
  "formula": "C5H13N3",
  "method": "ωB97M-V with the def2-TZVPD basis set",
  "species": ["C", "C", "C", "C", "N", "N", "C", "N", "H", "H", "H", "H", "H", "H", "H", "H", "H", "H", "H", "H", "H"],
  "xyz": [[1.451, -0.384, -0.406], [-0.597, -0.825, -0.373], [1.474, -0.011, 1.053], [-1.681, 0.143, -0.813], [1.702, 0.659, -1.240], [-0.974, -1.807, 0.624], [0.260, 0.876, 1.170], [0.308, 2.031, 0.572], [1.828, -1.362, -0.690], [-0.331, -1.412, -1.258], [1.259, 1.541, -0.842], [1.537, 0.484, -2.223], [-1.436, -1.373, 1.416], [-1.612, -2.505, 0.251], [-0.547, 2.570, 0.663], [1.368, -0.901, 1.669], [2.392, 0.530, 1.312], [-0.496, 0.578, 1.901], [-1.264, 0.940, -1.434], [-2.455, -0.363, -1.400], [-2.186, 0.590, 0.048]],
  "orbital_gap_ha": 0.30545,
  "lumo_ev": 1.02,
  "homo_ev": -7.291,
  "multiplicity": 1
}


Model x:
{
  "formula": "C5H13N3",
  "method": "ωB97M-V with the def2-TZVPD basis set",
  "species": ["C", "C", "C", "C", "C", "H", "H", "H", "H", "H", "H", "H", "H", "H", "H", "H", "H", "H", "N", "N", "N"],
  "xyz": [[1.111, 1.297, 0.158], [1.463, -0.208, 0.868], [1.331, 0.066, 2.302], [-0.400, -0.265, -1.915], [-1.747, 0.171, -1.476], [1.752, 2.074, 0.273], [1.181, 1.005, -0.957], [0.100, 1.416, 0.638], [2.459, -0.560, 0.747], [2.529, 0.379, 2.532], [0.531, 1.219, 2.560], [0.616, -0.892, 3.152], [0.428, -1.811, 0.432], [-0.150, -0.323, -2.993], [-1.409, 0.457, -0.069], [-2.142, 1.214, -2.307], [-2.836, -1.804, -1.772], [-2.635, -0.908, -0.136], [0.197, -0.783, 0.236], [0.575, -0.914, -1.165], [-2.955, -0.830, -1.108]],
  "orbital_gap_ha": 0.35028,
  "lumo_ev": 0.22,
  "homo_ev": -9.311,
  "multiplicity": 1
}


Model y:
{
  "formula": "C5H13N3",
  "method": "ωB97M-V with the def2-TZVPD basis set",
  "species": ["C", "C", "C", "N", "N", "H", "H", "H", "H", "H", "H", "H", "H", "C", "C", "N", "H", "H", "H", "H", "H"],
  "xyz": [[0.910, 1.060, -0.280], [1.185, -1.049, 1.413], [0.995, -0.877, -0.064], [0.254, 1.754, 0.781], [1.726, -1.473, -0.907], [0.842, 2.430, 1.249], [-0.602, 2.195, 0.469], [1.604, -1.222, -1.885], [0.647, 1.426, -1.275], [1.996, 1.119, -0.211], [1.202, -2.110, 1.660], [2.154, -0.640, 1.699], [0.416, -0.499, 1.950], [-2.293, 0.060, 0.103], [-1.223, -0.445, -0.801], [-1.137, -0.243, -2.041], [-0.361, -0.700, -2.514], [-0.566, -1.340, -0.283], [-3.187, -0.557, 0.003], [-2.577, 1.064, -0.212], [-1.985, 0.049, 1.145]],
  "orbital_gap_ha": 0.32422,
  "lumo_ev": 0.94,
  "homo_ev": -7.882,
  "multiplicity": 1
}


Least stable = model x